153
Properties=species:S:1:pos:R:3:mulliken_charge:R:1 method="wB97M-V/def2-TZVPD" e_lumo_ev="3.42 / 3.42" charge=-2 e_tot_ev=-359122.2107 max_force_ha_per_bohr=0.0330 de_lowest_ev=0.007 homo_ev="-0.9 / -3.2" multiplicity=2 s2=0.78
Ti -0.617 -0.068 -0.759 -0.4582
N -1.602 1.673 0.337 0.0287
C -1.022 2.503 1.403 -0.7627
C 0.411 2.820 1.006 -0.7078
N 1.096 1.565 0.751 0.2364
C 1.553 0.876 1.955 -1.4417
C 0.719 -0.380 2.163 -0.1308
N 0.508 -1.016 0.852 1.8003
H -1.678 2.302 -0.483 -0.0663
H -2.546 1.384 0.565 0.2176
H -1.052 1.962 2.352 0.2167
H -1.586 3.431 1.521 0.4546
H 0.896 3.404 1.799 0.4013
H 0.392 3.409 0.090 0.3183
H 1.856 1.662 0.090 0.1081
H 1.461 1.519 2.836 0.4972
H 2.597 0.591 1.840 0.2673
H -0.243 -0.106 2.587 0.1739
H 1.226 -1.058 2.853 0.5449
H 0.144 -1.961 0.954 -0.0976
H 1.449 -1.112 0.424 -1.3327
S -1.046 3.644 -2.242 -0.6010
As -0.919 1.685 -3.090 0.4742
S 0.911 0.656 -2.311 0.6755
S -2.475 0.409 -2.188 -0.4918
S -1.110 1.774 -5.181 -0.5030
C -0.618 -5.594 3.566 -1.4205
C -0.503 -5.735 2.070 0.0368
C 0.585 -6.366 1.483 -0.8132
C 0.704 -6.478 0.103 0.8843
C 1.866 -7.219 -0.506 -1.3013
C -0.292 -5.928 -0.708 0.9490
C -1.441 -5.383 -0.134 0.0261
C -2.628 -5.007 -0.980 -0.8963
C -1.520 -5.267 1.248 0.3353
C -0.175 -6.021 -2.191 -0.2095
C -0.717 -7.153 -2.792 -0.0395
C -0.688 -7.311 -4.165 -1.0964
C -0.133 -6.319 -4.948 -0.0503
C 0.417 -5.169 -4.378 -0.7986
C 0.431 -5.020 -2.978 -0.4435
Ge 1.113 -3.335 -2.125 -1.1361
S -0.752 -2.301 -1.613 0.5211
S 2.643 -3.736 -0.519 0.0520
Ge 3.787 -1.974 -1.474 -0.1066
S 3.559 -0.300 -0.185 -0.7146
S 2.521 -2.138 -3.376 0.6350
C 5.754 -2.151 -1.861 0.0184
C 6.607 -2.957 -1.088 -0.8525
C 7.989 -2.881 -1.257 0.1950
C 8.551 -2.000 -2.161 -1.0659
C 7.721 -1.177 -2.900 0.1114
C 6.338 -1.234 -2.755 -0.9841
C 5.532 -0.261 -3.550 0.6974
C 5.342 1.041 -3.075 0.9328
C 6.002 1.539 -1.814 -1.8637
C 4.564 1.922 -3.820 -0.9303
C 3.997 1.555 -5.030 0.5416
C 3.124 2.504 -5.804 -1.4127
C 4.259 0.278 -5.514 -0.3505
C 5.026 -0.631 -4.801 1.1058
C 5.351 -1.981 -5.388 -1.5774
C 6.137 -3.882 -0.011 0.7940
C 5.790 -5.204 -0.290 0.9139
C 5.806 -5.755 -1.694 -1.7805
C 5.439 -6.049 0.760 -0.5175
C 5.412 -5.608 2.072 0.7792
C 4.996 -6.512 3.203 -1.6912
C 5.771 -4.291 2.332 -1.1273
C 6.142 -3.423 1.317 1.3496
C 6.542 -2.009 1.649 -1.5166
C 0.931 -4.163 -5.358 0.5435
C 0.121 -3.106 -5.780 1.2118
C -1.251 -2.853 -5.202 -1.4603
C 0.573 -2.271 -6.802 -1.0587
C 1.788 -2.481 -7.428 0.9200
C 2.243 -1.595 -8.559 -1.5607
C 2.590 -3.530 -6.982 -0.7735
C 2.188 -4.362 -5.951 1.4239
C 3.101 -5.452 -5.455 -1.7550
H 0.279 -5.964 4.066 0.3432
H -1.481 -6.148 3.940 0.2773
H -0.767 -4.549 3.845 0.2298
H 1.368 -6.779 2.109 0.2635
H 2.508 -7.623 0.275 0.4386
H 2.465 -6.552 -1.132 0.0352
H 1.515 -8.040 -1.136 0.3637
H -2.330 -4.592 -1.940 -0.1912
H -3.249 -4.285 -0.463 0.0381
H -3.234 -5.900 -1.173 0.4610
H -2.409 -4.830 1.687 0.5892
H -1.179 -7.906 -2.163 0.5229
H -1.113 -8.197 -4.623 0.4078
H -0.130 -6.413 -6.028 0.4696
H 8.624 -3.515 -0.646 0.4435
H 9.627 -1.938 -2.273 0.3778
H 8.142 -0.464 -3.601 0.4808
H 6.276 0.724 -1.148 0.1928
H 5.327 2.199 -1.271 0.3783
H 6.908 2.100 -2.066 0.3571
H 4.388 2.922 -3.434 0.3020
H 3.184 3.515 -5.401 0.3781
H 2.078 2.192 -5.754 0.2375
H 3.401 2.524 -6.861 0.3635
H 3.837 -0.020 -6.465 0.1083
H 5.145 -1.988 -6.459 0.5200
H 4.743 -2.765 -4.928 0.0537
H 6.401 -2.233 -5.227 0.4325
H 5.873 -4.964 -2.439 0.2113
H 4.897 -6.330 -1.883 0.2654
H 6.659 -6.425 -1.832 0.4148
H 5.167 -7.075 0.533 0.2741
H 4.817 -7.529 2.851 0.3671
H 4.076 -6.141 3.659 0.2996
H 5.759 -6.545 3.983 0.4145
H 5.763 -3.931 3.357 0.3532
H 6.736 -1.907 2.718 0.4764
H 5.738 -1.318 1.373 0.1042
H 7.433 -1.705 1.098 0.2631
H -1.442 -3.448 -4.313 -0.0858
H -2.018 -3.091 -5.944 0.4281
H -1.364 -1.798 -4.939 0.2882
H -0.057 -1.441 -7.110 0.3849
H 1.405 -1.040 -8.981 0.3793
H 2.711 -2.182 -9.352 0.3670
H 2.978 -0.868 -8.213 0.2640
H 3.558 -3.696 -7.447 0.3289
H 4.017 -5.489 -6.048 0.4451
H 2.618 -6.430 -5.494 0.4544
H 3.373 -5.264 -4.411 0.1344
C -4.804 -2.052 0.762 -1.0186
C -3.723 -1.455 0.128 -0.4337
N -2.594 -1.131 0.778 0.9620
C -2.523 -1.499 2.061 -0.9497
C -3.521 -2.172 2.787 0.6015
C -4.727 -2.394 2.095 -0.0907
C -3.292 -2.515 4.169 -0.7108
C -3.783 -3.579 4.921 -0.8732
C -4.392 -4.801 4.545 0.6886
C -4.955 -5.657 5.538 -1.0296
C -5.529 -6.830 5.145 -0.2051
N -5.577 -7.240 3.852 -0.7839
C -4.984 -6.402 3.001 -0.1505
N -4.405 -5.242 3.248 -0.0873
H -5.707 -2.237 0.191 0.4270
H -3.776 -1.215 -0.924 0.2053
H -1.602 -1.272 2.579 0.2209
H -5.586 -2.787 2.620 0.4572
H -2.640 -1.825 4.699 0.3361
H -3.610 -3.512 5.993 0.1273
H -4.934 -5.367 6.582 0.3381
H -5.985 -7.500 5.869 0.3764
H -4.974 -6.723 1.960 0.3911